# 1
A molecular structure, C5H13N in a non-equilibrium geometry. Source: the OMol25 dataset; level of theory: ωB97M-V with the def2-TZVPD basis set.

For the energy relative to the best compared isomer or geometry (same formula, charge and spin), the calculation gives 174.6 kcal/mol. The value obtained for the HOMO energy is -6.26 eV. As for the electronic energy: -6878.627 eV. Its HOMO-LUMO gap is 0.230 Eh.

```
19
Properties=species:S:1:pos:R:3:forces:R:3:lowdin_charge:R:1
C -1.306 0.308 -0.549 0.2930 -0.7003 -1.4704 0.009
C -0.615 -0.888 -0.866 -3.3882 -4.0405 0.3378 -0.346
C -0.392 -1.981 0.239 -2.0423 0.7066 -2.6526 -0.149
C 0.381 0.355 -0.919 3.4142 4.3249 -0.7443 -0.193
C 0.587 1.988 -0.329 -0.3611 -1.1567 2.1369 -0.052
N 0.525 -0.287 1.845 -0.3710 1.3206 1.4520 -0.095
H -1.504 0.492 0.497 0.2898 0.3907 0.0627 0.113
H -1.883 0.786 -1.363 0.6495 0.0732 0.7173 0.134
H -0.773 -1.242 -1.948 0.6694 0.6944 1.5890 0.160
H -1.379 -2.283 0.750 1.3540 0.5097 -1.0679 0.081
H 0.066 -2.779 -0.320 0.1633 -0.7641 0.2972 0.021
H 0.650 -0.371 2.855 -0.3715 -0.3655 -0.1424 -0.017
H 0.925 0.464 -1.913 -1.8858 -0.3217 0.6903 0.144
H 1.146 -0.110 -0.311 -0.3481 0.0981 0.5066 0.095
H 1.678 2.195 -0.506 -1.3211 0.0099 -0.1143 0.073
H -0.144 2.773 -0.705 1.1233 -1.3019 0.0578 0.076
H 0.444 1.839 0.831 0.2353 0.4082 -2.2484 0.073
H 0.156 -1.211 1.167 0.5794 -0.2490 0.8923 -0.079
H 1.438 -0.046 1.546 1.3181 0.3635 -0.2994 -0.048
```
Positions in Å, forces in eV/Å.

# 2
A molecular structure, C35H77N2O3P in a non-equilibrium geometry. Source: the OMol25 dataset; level of theory: ωB97M-V with the def2-TZVPD basis set.

For the energy relative to the best compared isomer or geometry (same formula, charge and spin), the calculation gives 134.8 kcal/mol. Its charge is +2. The value obtained for the HOMO energy is -11.25 eV. As for the electronic energy: -55935.252 eV. Its HOMO-LUMO gap is 0.282 Eh.

```
118
Properties=species:S:1:pos:R:3:forces:R:3:lowdin_charge:R:1
C -3.130 8.388 6.212 -0.5831 -0.0471 0.4988 -0.099
C -2.927 7.983 4.779 0.0549 -0.3631 -0.9837 -0.243
C -1.820 8.753 4.006 -0.1374 1.3598 0.6226 -0.203
C -0.731 7.926 3.395 1.6494 0.8394 -0.5141 -0.061
N 0.618 8.749 2.951 0.7716 -0.4534 0.4270 -0.189
C 1.739 7.786 2.446 -0.1440 -0.0461 1.9660 -0.109
C 1.787 7.854 0.965 1.2164 -1.5492 -1.2215 -0.192
C 0.618 8.640 0.511 0.0170 1.3315 0.6820 -0.152
C 0.360 9.607 1.685 -0.8407 -0.9882 0.2764 -0.077
C 1.216 9.566 4.217 -2.1324 -0.6863 -2.6334 0.077
H -3.817 7.670 6.660 -0.1518 0.0866 0.0992 0.071
H -3.599 9.367 6.312 0.2427 0.1368 0.0689 0.078
H -2.227 8.320 6.818 0.1664 0.2194 -0.1583 0.083
H -3.825 8.121 4.177 -0.2939 0.0480 0.3194 0.104
H -2.825 6.898 4.805 0.6233 -0.1084 -0.4110 0.114
H -1.411 9.496 4.691 0.3318 -0.2456 0.3844 0.101
H -2.279 9.426 3.283 -0.1398 -0.3276 -0.4179 0.110
H -1.080 7.496 2.456 0.2880 -0.4540 0.2071 0.130
H -0.366 7.212 4.134 0.0655 -0.2545 -0.3904 0.131
H 2.719 8.140 2.768 -0.3807 0.4942 0.5395 0.120
H 1.663 6.844 2.989 -0.5484 -0.2266 -0.4591 0.136
H 2.796 8.213 0.766 -0.3301 0.2822 -0.8050 0.130
H 1.635 6.915 0.432 0.7653 -0.4051 0.4602 0.130
H 0.762 9.188 -0.420 -0.1265 -0.1715 0.0203 0.136
H -0.133 7.856 0.408 -0.7621 0.7763 -0.1248 0.118
H 1.033 10.463 1.737 -0.0342 -0.0920 -0.2238 0.139
H -0.686 9.906 1.626 0.1319 0.3879 0.5919 0.122
H 0.540 10.413 4.103 0.3299 0.2496 1.2196 0.090
H 2.249 9.868 4.047 -0.1896 -0.3414 -0.0966 0.101
H 1.045 8.896 5.060 0.1568 0.5062 0.0961 0.105
C -9.161 12.561 5.506 0.5824 -0.8284 -0.2928 -0.087
C -8.033 11.511 5.721 -0.7078 2.2158 -0.3575 -0.267
C -8.538 10.113 5.642 0.0197 -1.2972 -1.4124 -0.188
C -8.642 9.489 4.145 0.4162 -1.1865 0.9026 -0.039
N -9.627 8.274 3.970 -1.6823 1.1541 -0.8084 -0.202
C -9.840 7.447 5.256 1.1915 -0.8124 -1.5118 -0.069
C -9.307 6.018 4.902 -1.2439 0.6131 -0.3043 -0.127
C -9.675 5.844 3.423 0.5315 1.2921 -0.7423 -0.148
C -9.188 7.189 2.876 0.1772 0.7588 0.7704 -0.082
C -11.014 8.908 3.568 1.0950 -0.1503 -0.2916 0.023
H -9.685 12.273 4.595 0.0523 0.5115 -0.3787 0.063
H -8.676 13.535 5.437 -0.5413 0.1219 -0.1550 0.079
H -9.949 12.553 6.260 0.3265 0.0339 0.3891 0.073
H -7.567 11.756 6.675 0.0234 -0.5172 0.2068 0.099
H -7.265 11.750 4.986 0.1365 -0.3137 -0.1761 0.112
H -9.520 10.085 6.114 -0.0318 -0.2433 0.0961 0.107
H -7.811 9.529 6.208 -0.3866 -0.6776 -0.0795 0.086
H -7.701 9.007 3.881 0.2900 0.3481 0.3049 0.113
H -8.854 10.177 3.327 -0.2175 0.2112 0.3803 0.116
H -10.924 7.512 5.348 0.3144 -0.2986 1.0170 0.123
H -9.162 7.851 6.008 -0.8212 0.0551 0.3514 0.100
H -9.763 5.312 5.596 0.4790 -0.1461 -0.1066 0.123
H -8.220 6.052 4.985 -0.1374 -0.4219 0.4160 0.107
H -10.713 5.703 3.122 -0.2308 -0.0552 0.6144 0.116
H -9.114 5.135 2.814 0.1297 -0.4887 0.5704 0.126
H -9.478 7.393 1.845 -0.5007 0.5937 0.2992 0.131
H -8.099 7.226 2.884 0.0174 -0.0300 0.2001 0.117
H -10.787 9.679 2.832 -0.1587 -0.2797 -0.1643 0.092
H -11.542 9.404 4.383 0.5844 -0.1622 0.4227 0.100
H -11.708 8.172 3.164 0.4116 -0.2372 -0.0432 0.103
C -11.358 11.968 12.974 -0.2589 -0.4996 0.8792 -0.092
C -12.223 10.693 13.100 -0.3344 -0.3011 -1.9141 -0.217
C -11.673 9.600 12.119 -1.2380 0.3695 0.4611 -0.273
C -10.348 9.067 12.531 1.1415 -0.5671 -1.0230 -0.286
P -9.684 7.886 11.330 -1.9400 -1.8587 1.6799 1.043
C -9.528 8.645 9.724 1.3833 -0.2365 -0.2952 -0.262
C -8.537 9.781 9.487 -1.7136 1.7287 0.5163 -0.262
C -7.230 9.749 10.183 0.6024 -0.3673 0.5727 -0.280
C -6.264 10.788 9.620 0.6603 -1.1633 -0.4041 -0.077
C -11.135 6.642 11.138 1.7559 0.0548 -1.1446 -0.220
C -10.811 5.321 10.323 -0.3802 2.1694 0.0607 -0.225
C -12.110 4.540 10.061 2.2621 -2.0265 -0.9244 -0.258
C -12.257 3.506 11.162 -1.2485 1.3372 1.5564 -0.104
C -8.190 7.020 11.969 -0.1934 -0.1607 0.4378 -0.251
C -8.424 6.108 13.240 1.1612 -0.1578 -1.5316 -0.200
C -7.100 5.321 13.673 -0.8886 -0.5303 -0.5058 -0.194
C -6.846 3.902 12.936 -0.9363 0.9878 1.8349 -0.070
H -11.198 12.313 11.952 -0.1308 -0.4601 -0.2313 0.073
H -10.391 11.710 13.406 0.1702 0.4691 0.0320 0.065
H -11.764 12.845 13.479 -0.0115 -0.2400 0.3285 0.075
H -13.256 10.842 12.786 -0.0279 0.4876 -0.3091 0.102
H -12.410 10.239 14.073 0.8660 0.3283 0.3833 0.111
H -11.560 9.994 11.108 -0.3400 0.3526 -0.0596 0.103
H -12.392 8.783 12.061 -0.1443 0.0424 0.0340 0.100
H -10.396 8.565 13.497 0.5458 0.4620 0.2174 0.115
H -9.609 9.844 12.333 0.2913 0.4095 1.3241 0.086
H -10.497 8.995 9.367 -0.1030 -0.6529 -0.0657 0.105
H -9.084 7.820 9.166 -0.6172 -0.4366 -0.6042 0.096
H -9.048 10.680 9.832 -0.1655 0.4700 -0.3430 0.115
H -8.418 9.866 8.407 0.1441 0.0011 -0.0006 0.095
H -6.986 8.696 10.041 1.4100 0.0462 0.2187 0.103
H -7.306 9.955 11.251 -0.4273 -0.3018 0.2228 0.107
H -5.288 10.841 10.103 -0.2068 -0.1560 0.5312 0.077
H -6.675 11.797 9.634 -0.1634 -0.1314 -0.3757 0.085
H -5.998 10.380 8.645 -0.1743 0.7719 -0.5786 0.068
H -11.791 7.253 10.517 -0.3325 -0.0750 0.0643 0.075
H -11.635 6.456 12.088 0.2653 0.0515 0.1228 0.095
H -9.980 4.800 10.797 -0.4340 -0.5329 0.1455 0.099
H -10.405 5.626 9.359 0.0965 0.1993 -0.1078 0.097
H -11.898 3.934 9.179 -0.1713 0.3376 -0.5754 0.102
H -12.953 5.187 9.819 -0.0864 -0.1236 0.4909 0.115
H -11.369 2.974 11.503 0.1852 -0.0119 -0.8036 0.081
H -13.101 2.820 11.091 0.0833 0.0945 -0.2002 0.080
H -12.455 4.194 11.984 -0.4136 -0.5394 0.9289 0.062
H -7.378 7.688 12.253 -0.1100 0.3500 -0.5612 0.091
H -7.912 6.439 11.089 0.5113 -0.2699 0.0318 0.092
H -9.187 5.407 12.899 -0.2454 -0.1702 0.8301 0.085
H -8.725 6.773 14.049 -0.3035 -0.3344 0.0806 0.098
H -7.192 5.198 14.752 -0.3101 -0.6600 0.0160 0.093
H -6.264 6.021 13.680 0.2789 -0.1023 -0.8007 0.092
H -6.628 3.950 11.869 0.1487 -0.0567 0.2850 0.069
H -7.672 3.228 13.163 -1.2124 0.5939 -0.7984 0.057
H -6.230 3.226 13.530 1.5204 0.8015 -0.3163 0.063
O -6.713 7.405 7.313 -3.2977 5.1378 -5.8811 0.105
C -6.668 6.161 7.602 -7.6295 -11.9076 -3.6373 -0.914
O -5.930 6.015 8.571 3.7158 -2.1410 4.0031 0.079
O -7.425 5.230 7.196 0.4771 1.6501 -1.1221 -0.028
H -6.197 7.060 8.046 6.3791 7.7472 6.6683 -0.142
```
Positions in Å, forces in eV/Å.

# 3
A molecular structure, C32H33AsN3O6SSr in a non-equilibrium geometry. Source: the OMol25 dataset; level of theory: ωB97M-V with the def2-TZVPD basis set.

For the energy relative to the best compared isomer or geometry (same formula, charge and spin), the calculation gives 34.7 kcal/mol. Its charge is -1. The value obtained for the HOMO energy is -4.38 eV. As for the electronic energy: -122990.978 eV. Its HOMO-LUMO gap is 0.254 Eh.

```
77
Properties=species:S:1:pos:R:3:forces:R:3:lowdin_charge:R:1
Sr -0.026 -0.975 -0.697 1.8753 1.2183 0.9561 1.369
O -0.363 -0.428 -4.427 0.0038 0.0255 0.1482 -0.056
C -1.512 -1.236 -4.630 0.0358 -0.0356 -0.0427 -0.242
C -1.529 -2.448 -3.722 0.2864 0.2368 -0.1496 -0.177
N -1.509 -2.074 -2.317 -0.7534 -0.3135 0.4308 -0.300
C -2.824 -1.530 -1.890 -0.2235 -0.0679 0.1375 -0.100
C -3.096 -1.353 -0.339 -0.0560 -0.2010 -0.8523 -0.688
O -4.150 -1.885 0.008 -0.1242 0.3681 0.3610 -0.006
O -2.261 -0.693 0.356 0.0131 -0.3306 -0.3999 -0.174
C -1.164 -3.264 -1.524 -0.5325 -0.7950 0.0208 -0.187
C 0.279 -3.792 -1.803 -0.0598 -0.2353 0.0038 -0.722
O 0.363 -4.979 -2.120 0.0476 0.0526 0.0335 -0.001
O 1.207 -2.938 -1.661 -0.5162 0.2216 0.0461 -0.171
H 0.373 -0.991 -4.153 0.0078 -0.0144 -0.0964 0.087
H -1.571 -1.575 -5.670 0.0365 -0.0064 -0.0109 0.116
H -2.375 -0.596 -4.444 -0.0269 0.0194 -0.0416 0.108
H -0.627 -3.039 -3.919 -0.0767 -0.0111 -0.0203 0.134
H -2.394 -3.091 -3.941 -0.0308 0.0366 -0.0358 0.136
H -3.640 -2.186 -2.214 0.1315 -0.0479 -0.1520 0.122
H -2.969 -0.555 -2.361 0.0359 0.0252 0.0040 0.118
H -1.871 -4.082 -1.706 0.0294 0.0644 -0.0538 0.131
H -1.287 -3.042 -0.449 0.0064 -0.1045 -0.1487 0.082
C 2.480 -1.797 2.737 0.0079 -0.0986 -0.0685 0.014
C 0.994 -1.620 2.604 0.3342 -0.0877 0.2957 -0.522
O 0.523 -0.833 1.802 -0.2806 0.3267 -0.6343 -0.128
N 0.193 -2.338 3.421 0.0762 -0.1405 0.1285 0.065
C -1.229 -2.336 3.170 -0.1474 -0.0149 0.0197 -0.116
C -1.677 -3.509 2.322 -0.0165 0.0781 0.0575 -0.265
C -3.005 -3.592 1.917 0.0392 -0.1046 0.1045 -0.039
C -3.379 -4.657 1.117 -0.0377 0.0123 0.0021 -0.063
C -2.420 -5.586 0.740 0.0289 0.0336 0.0177 -0.076
C -1.122 -5.411 1.187 0.0324 -0.0322 0.0020 -0.142
N -0.751 -4.399 1.975 0.0197 -0.0388 -0.0502 0.115
H 2.785 -2.595 2.055 0.0274 -0.0067 0.0150 0.100
H 2.768 -2.061 3.753 0.0353 -0.0206 0.0117 0.079
H 2.972 -0.882 2.409 -0.0508 -0.0300 0.0401 0.065
H 0.591 -3.205 3.751 -0.0481 0.0661 0.1084 0.135
H -1.482 -1.412 2.643 0.0114 -0.0822 0.0479 0.112
H -1.764 -2.329 4.122 -0.0296 -0.0794 0.0112 0.126
H -3.705 -2.805 2.166 0.0670 -0.1082 -0.0159 0.116
H -4.397 -4.731 0.758 0.0225 0.0275 -0.0034 0.111
H -2.655 -6.408 0.078 -0.0137 -0.0318 0.0104 0.103
H -0.336 -6.093 0.884 0.0027 0.0001 -0.0028 0.109
S 2.953 -0.006 -0.494 -0.1577 0.0561 -0.2091 0.476
C 2.829 1.379 -1.559 -0.0246 0.0595 0.0625 -0.775
C 3.626 1.518 -2.706 0.0138 0.0153 0.0026 -0.135
C 3.524 2.633 -3.519 -0.0095 0.0024 0.0138 -0.113
C 2.622 3.650 -3.223 0.0093 -0.0117 0.0026 -0.118
C 1.818 3.533 -2.097 0.0060 -0.0036 0.0030 -0.113
C 1.919 2.420 -1.270 0.0739 -0.0985 -0.0008 -0.432
As 0.758 2.035 0.241 -0.0816 0.2477 -0.2236 1.262
C 1.868 2.516 1.765 0.0045 -0.0904 0.0537 -0.396
C 3.235 2.735 1.653 0.0063 0.0146 -0.0711 -0.110
C 3.985 3.046 2.780 0.0074 0.0052 0.0220 -0.090
C 3.376 3.132 4.024 -0.0052 -0.0063 0.0002 -0.109
C 2.011 2.905 4.142 0.0084 0.0040 0.0075 -0.101
C 1.262 2.594 3.015 -0.0115 -0.0060 -0.0259 -0.119
C -0.353 3.657 0.216 -0.0527 -0.0233 0.0497 -0.393
C 0.113 4.925 0.558 0.0449 0.0002 0.0065 -0.116
C -0.729 6.025 0.506 -0.0107 0.0103 -0.0003 -0.096
C -2.054 5.871 0.116 0.0003 -0.0018 -0.0029 -0.106
C -2.533 4.612 -0.214 0.0058 0.0056 0.0066 -0.096
C -1.686 3.512 -0.157 0.0259 0.0010 0.0071 -0.114
H 4.325 0.725 -2.943 -0.0004 0.0028 -0.0014 0.091
H 4.151 2.709 -4.400 -0.0010 -0.0009 0.0011 0.092
H 2.539 4.518 -3.864 -0.0011 0.0001 0.0018 0.088
H 1.106 4.315 -1.866 -0.0170 0.0151 0.0027 0.087
H 3.712 2.646 0.684 -0.0032 0.0140 0.0515 0.088
H 5.051 3.212 2.685 -0.0018 0.0004 -0.0005 0.098
H 3.964 3.370 4.902 -0.0010 0.0026 0.0008 0.092
H 1.530 2.965 5.110 -0.0029 -0.0002 -0.0004 0.094
H 0.197 2.410 3.106 0.0072 -0.0021 0.0206 0.105
H 1.146 5.049 0.866 -0.0141 0.0071 -0.0057 0.106
H -0.354 7.006 0.772 0.0019 -0.0012 0.0004 0.096
H -2.712 6.730 0.076 -0.0002 0.0001 0.0011 0.094
H -3.568 4.483 -0.506 -0.0005 -0.0031 -0.0002 0.097
H -2.069 2.522 -0.387 -0.0091 0.0117 -0.0108 0.089
```
Positions in Å, forces in eV/Å.